No. 1
C22H26ClFeO | wB97M-V/def2-TZVPD

Positions of all 51 atoms, in Å:
Fe  0.143  0.740  -0.052
C  1.959  0.938  1.429
C  2.433  0.105  0.390
C  2.473  0.859  -0.790
H  2.655  -0.941  0.485
C  2.015  2.160  -0.507
C  1.728  2.214  0.876
H  1.387  3.078  1.417
H  1.801  0.641  2.451
H  2.753  0.487  -1.760
H  1.920  2.972  -1.209
C  -2.009  0.818  1.034
C  -1.312  1.971  1.419
C  -1.093  2.754  0.262
H  -0.981  2.205  2.417
C  -1.639  2.074  -0.839
C  -2.199  0.865  -0.359
H  -2.645  0.086  -0.952
H  -2.270  -0.005  1.673
H  -0.588  3.704  0.222
H  -1.649  2.432  -1.853
O  0.059  -0.244  -2.050
C  -0.057  0.114  -3.491
C  0.633  -1.209  -3.858
C  0.693  1.377  -3.818
C  -1.509  0.169  -3.898
C  0.547  -1.578  -2.384
H  1.648  -1.080  -4.225
H  0.080  -1.846  -4.543
H  -0.188  -2.329  -2.114
H  1.478  -1.796  -1.871
H  0.679  1.543  -4.894
H  1.728  1.321  -3.496
H  0.233  2.236  -3.336
H  -1.607  -0.108  -4.947
H  -1.925  1.165  -3.774
H  -2.102  -0.525  -3.307
Cl  0.154  1.044  4.159
C  -0.167  -0.663  3.946
C  -0.366  -1.243  5.208
C  -0.627  -2.593  5.346
C  -0.690  -3.398  4.222
C  -0.496  -2.854  2.952
C  -0.230  -1.477  2.741
C  -0.068  -1.145  1.208
H  -0.318  -0.643  6.111
H  -0.777  -3.011  6.336
H  -0.896  -4.454  4.341
H  -0.560  -3.531  2.112
H  0.733  -1.818  0.850
H  -0.969  -1.579  0.724

Forces on the atoms, in the same order (eV/Å):
0.1 -0.4 0.9
0.9 0.3 0.0
0.5 0.2 0.1
0.2 -0.1 -0.2
0.1 -0.1 0.0
0.3 0.2 0.0
0.5 -0.1 0.3
-0.2 0.1 0.1
0.1 0.0 -0.2
0.0 -0.1 -0.1
0.0 0.1 -0.1
-0.6 0.4 -0.1
-0.5 0.6 0.1
-0.5 0.1 0.2
-0.1 0.1 -0.3
-0.2 0.1 -0.1
-0.4 0.0 0.1
-0.1 -0.1 -0.1
-0.1 0.0 0.1
0.1 0.1 0.0
0.0 0.0 -0.2
0.1 -0.4 -0.5
0.1 -0.3 0.7
-0.1 -0.1 -0.2
0.1 0.1 -0.1
-0.1 0.0 -0.3
-0.1 0.6 0.1
0.1 0.0 0.0
0.0 0.0 -0.1
-0.2 -0.2 0.0
0.2 0.0 0.1
0.0 -0.1 -0.1
0.1 -0.1 0.0
-0.1 0.1 0.1
0.0 0.0 -0.1
-0.1 0.2 0.1
0.0 -0.1 0.0
0.1 0.1 -0.4
-0.3 -1.6 -0.3
-0.1 -0.4 -0.3
0.0 0.0 0.2
0.0 0.1 -0.4
-0.1 0.3 1.5
0.1 0.6 -0.7
-0.2 -0.3 0.1
0.0 0.1 -0.2
0.0 0.0 0.0
0.0 -0.1 -0.1
0.1 0.3 -0.2
-0.1 0.0 0.3
0.1 -0.1 0.4

Summary:
Total charge = -2
LUMO (spin up / spin down) = 4.58 / 4.56 eV
E_HOMO (spin up / spin down) = 2.96 / -1.19 eV
Expectation value of S² = 8.774
Gap between HOMO and LUMO (spin up / spin down) = 1.62 / 5.75 eV
Strongest force on any atom = 1.68 eV/A
Multiplicity = 6

***

No. 2
C22H26ClN3O4S | wB97M-V/def2-TZVPD

Positions of all 57 atoms, in Å:
O  1.225  1.337  -2.247
C  0.835  0.306  -1.734
N  1.474  -0.898  -1.838
C  2.680  -1.203  -2.459
C  3.439  -0.269  -3.159
C  4.630  -0.640  -3.757
C  5.085  -1.944  -3.672
C  4.344  -2.886  -2.979
C  3.155  -2.517  -2.380
Cl  2.237  -3.713  -1.505
C  -0.381  0.239  -0.872
C  -0.268  -0.408  0.353
C  -1.286  -0.353  1.280
S  -1.061  -1.221  2.818
O  -0.630  -2.560  2.535
O  -2.244  -1.051  3.621
N  0.269  -0.395  3.423
C  -0.045  0.925  3.926
C  -0.608  0.894  5.348
C  0.348  0.137  6.268
C  0.588  -1.264  5.710
C  1.140  -1.164  4.289
C  -2.437  0.367  1.009
C  -2.575  1.008  -0.201
C  -1.568  0.948  -1.184
N  -1.733  1.544  -2.399
C  -1.195  0.990  -3.624
C  -2.298  0.983  -4.704
O  -3.565  0.793  -4.124
C  -3.961  1.901  -3.341
C  -2.742  2.543  -2.651
H  1.043  -1.692  -1.376
H  3.084  0.746  -3.220
H  5.204  0.099  -4.294
H  6.014  -2.232  -4.139
H  4.686  -3.907  -2.901
H  0.634  -0.932  0.630
H  -0.765  1.367  3.234
H  0.877  1.517  3.895
H  -1.572  0.384  5.325
H  -0.758  1.915  5.702
H  -0.072  0.076  7.273
H  1.300  0.672  6.329
H  -0.357  -1.810  5.676
H  1.288  -1.816  6.339
H  1.232  -2.151  3.836
H  2.121  -0.675  4.292
H  -3.219  0.394  1.752
H  -3.493  1.534  -0.402
H  -0.328  1.567  -3.968
H  -0.872  -0.035  -3.431
H  -2.149  0.146  -5.387
H  -2.282  1.915  -5.287
H  -4.674  1.505  -2.613
H  -4.473  2.647  -3.969
H  -2.293  3.291  -3.314
H  -3.029  3.047  -1.731

Forces on the atoms, in the same order (eV/Å):
0.1 0.0 0.0
0.1 0.1 0.1
-0.2 -0.5 0.2
0.3 0.0 -0.1
0.0 0.2 0.0
0.0 -0.1 0.0
0.0 0.0 0.0
0.0 0.0 0.0
0.0 0.1 0.0
0.0 0.0 0.0
-0.2 0.0 0.3
-0.1 0.1 -0.2
0.0 -0.2 0.6
0.3 0.3 -0.5
0.2 0.0 0.0
0.0 0.2 -0.1
-0.7 -0.6 -0.6
-0.4 0.5 0.2
0.2 0.1 0.0
-0.2 -0.1 0.0
0.2 0.2 0.0
0.1 -0.7 0.3
0.1 -0.1 0.1
0.1 0.1 -0.1
0.1 -0.1 0.2
0.0 0.1 0.0
0.1 0.0 -0.3
0.1 0.0 0.0
-0.1 -0.2 0.0
-0.1 0.2 0.1
-0.2 0.0 -0.1
-0.1 0.3 -0.1
0.0 0.0 0.0
0.0 0.1 0.0
0.1 0.0 0.0
0.0 -0.1 0.0
0.2 0.0 -0.1
0.1 0.2 0.0
-0.1 0.0 -0.1
0.0 0.1 0.1
0.0 0.0 0.0
0.1 0.1 0.0
0.1 0.0 0.1
0.0 -0.1 0.1
0.0 -0.1 0.0
0.2 0.1 0.1
-0.1 0.0 -0.1
-0.1 0.1 0.0
-0.1 0.0 -0.1
-0.1 -0.2 0.0
0.0 0.0 -0.1
0.1 0.1 0.0
0.0 -0.1 0.0
0.0 0.1 0.0
0.0 -0.1 0.1
-0.1 0.0 0.1
0.0 0.0 -0.1

Summary:
Total charge = 0
LUMO = 0.54 eV
E_HOMO = -8.13 eV
Gap between HOMO and LUMO = 8.68 eV
SMILES = O=C(Nc1ccccc1Cl)c1cc(S(=O)(=O)N2CCCCC2)ccc1N1CCOCC1
ΔE to the lowest compared entry with this formula, charge and spin = 36.3 kcal per mole
Strongest force on any atom = 1.05 eV/A

***

No. 3
C22H26ClNOPPr | wB97M-V/def2-TZVPD

Positions of all 53 atoms, in Å:
Pr  0.409  1.429  2.001
Cl  0.994  2.829  4.023
P  -0.573  -0.726  0.280
C  0.567  -1.507  -0.873
C  0.121  -2.060  -2.087
C  1.072  -2.507  -3.013
C  2.441  -2.435  -2.716
C  2.873  -1.941  -1.472
C  1.942  -1.463  -0.554
C  -0.606  -1.921  1.693
C  -1.293  -1.517  2.855
C  -1.063  -2.172  4.067
C  -0.234  -3.296  4.097
C  0.325  -3.800  2.915
C  0.129  -3.119  1.710
C  -2.221  -0.938  -0.418
C  -3.009  0.216  -0.608
C  -4.383  0.071  -0.810
C  -4.941  -1.210  -0.947
C  -4.124  -2.344  -0.903
C  -2.757  -2.222  -0.626
H  -2.029  -0.706  2.786
H  -1.548  -1.800  4.975
H  -0.051  -3.803  5.039
H  0.906  -4.728  2.930
H  0.559  -3.506  0.781
H  -0.948  -2.145  -2.304
H  0.730  -2.922  -3.963
H  3.179  -2.779  -3.442
H  3.933  -1.946  -1.203
H  2.268  -1.073  0.421
H  -2.530  1.201  -0.555
H  -5.014  0.961  -0.857
H  -6.017  -1.319  -1.094
H  -4.545  -3.338  -1.066
H  -2.123  -3.116  -0.551
H  -0.553  -0.214  -4.817
H  -1.262  -0.008  -4.678
C  1.825  5.554  -0.505
N  1.467  4.165  -0.162
C  0.217  3.987  0.645
C  2.380  3.195  -0.007
C  3.745  3.266  -0.527
O  2.047  2.176  0.720
H  0.903  6.135  -0.452
H  2.213  5.643  -1.525
H  2.559  5.978  0.201
H  -0.404  3.162  0.233
H  0.470  3.830  1.731
H  -0.332  4.921  0.588
H  4.383  3.845  0.160
H  4.142  2.248  -0.617
H  3.760  3.765  -1.503

Forces on the atoms, in the same order (eV/Å):
0.4 -0.3 1.0
-0.2 -0.3 -0.2
-0.7 -1.9 -0.6
0.5 0.1 -0.4
0.5 0.1 0.2
0.2 0.0 0.2
-0.3 0.1 0.3
-0.1 -0.1 0.0
-0.4 -0.1 -0.5
0.2 0.1 0.2
0.6 0.3 0.0
-0.2 0.0 0.0
0.0 0.0 -0.2
-0.3 0.1 0.0
0.2 0.3 0.0
-0.4 0.5 -0.2
-0.1 -0.7 0.4
0.0 -0.1 -0.2
0.3 0.3 0.1
0.3 0.0 0.0
-0.4 0.3 0.2
0.2 -0.1 0.1
0.2 -0.3 -0.3
0.0 0.1 -0.1
-0.2 0.4 0.0
0.0 0.2 0.4
0.6 0.2 0.0
0.2 0.1 0.3
-0.3 0.1 0.2
-0.4 0.0 -0.2
0.0 -0.2 -0.4
-0.3 -0.3 0.1
0.1 -0.3 -0.1
0.4 0.0 0.0
0.1 0.3 0.1
-0.4 0.4 0.1
-0.3 0.1 0.1
0.3 -0.1 -0.1
0.1 0.4 -0.3
0.0 -0.9 1.4
0.9 0.1 -0.2
-1.1 0.0 1.1
0.5 0.1 -0.7
-0.1 0.5 -0.8
0.3 0.0 -0.1
-0.1 -0.2 0.2
-0.3 -0.3 -0.2
0.1 0.4 -0.1
-0.1 0.5 -0.7
-0.3 -0.2 0.0
-0.2 -0.2 -0.1
0.0 0.3 0.0
0.1 -0.1 0.2

Summary:
Total charge = +2
LUMO (spin up / spin down) = -7.51 / -6.98 eV
E_HOMO (spin up / spin down) = -14.43 / -14.42 eV
Expectation value of S² = 2.005
Gap between HOMO and LUMO (spin up / spin down) = 6.92 / 7.45 eV
Strongest force on any atom = 2.10 eV/A
Multiplicity = 3

***

No. 4
C22H26FN3O2 | wB97M-V/def2-TZVPD

Positions of all 54 atoms, in Å:
C  4.177  -0.164  0.643
C  2.922  0.651  0.678
C  2.109  0.774  -0.447
C  0.951  1.523  -0.359
C  0.635  2.141  0.847
C  -0.603  2.977  0.953
O  -0.696  4.045  0.378
N  -1.586  2.469  1.733
C  -2.898  3.083  1.722
C  -3.855  2.250  0.867
C  -3.875  0.795  1.337
C  -2.456  0.222  1.355
C  -2.431  -1.230  1.833
C  -1.115  -1.935  1.503
C  -1.015  -2.267  0.020
O  -1.948  -2.207  -0.752
N  0.215  -2.688  -0.357
C  0.487  -3.177  -1.694
C  1.307  -2.203  -2.498
C  0.708  -1.204  -3.254
C  1.471  -0.311  -3.986
C  2.854  -0.404  -3.977
C  3.478  -1.383  -3.223
C  2.695  -2.259  -2.493
F  3.311  -3.204  -1.742
C  -1.596  1.122  2.251
C  1.533  1.987  1.899
N  2.629  1.256  1.821
H  4.565  -0.281  1.651
H  3.993  -1.143  0.204
H  4.927  0.340  0.036
H  2.383  0.292  -1.371
H  0.296  1.629  -1.212
H  -2.790  4.090  1.316
H  -3.263  3.145  2.752
H  -3.521  2.290  -0.172
H  -4.856  2.679  0.919
H  -4.504  0.202  0.671
H  -4.300  0.739  2.343
H  -2.055  0.258  0.337
H  -3.234  -1.776  1.335
H  -2.608  -1.265  2.910
H  -1.062  -2.881  2.047
H  -0.254  -1.333  1.799
H  0.975  -2.689  0.304
H  1.008  -4.137  -1.623
H  -0.486  -3.321  -2.171
H  -0.370  -1.136  -3.260
H  0.988  0.458  -4.569
H  3.450  0.289  -4.552
H  4.552  -1.475  -3.190
H  -0.575  0.749  2.324
H  -2.024  1.148  3.260
H  1.359  2.469  2.853

Forces on the atoms, in the same order (eV/Å):
0.0 0.0 0.0
-0.1 -0.1 -0.2
-0.1 0.0 0.1
0.0 0.1 0.2
0.4 0.0 -0.1
0.2 0.0 0.2
0.0 0.1 -0.3
-0.1 0.1 0.3
-0.2 0.4 -0.3
0.0 0.0 0.3
0.2 0.1 -0.4
-0.2 -0.1 0.4
0.2 0.1 -0.2
-0.5 0.1 0.0
0.4 0.0 0.5
-0.4 0.1 -0.3
0.4 -0.2 -0.1
0.0 -0.1 0.0
0.2 -0.2 0.1
0.1 0.0 0.0
-0.1 0.1 -0.1
0.0 0.0 0.0
0.0 -0.2 0.1
-0.2 0.2 -0.2
-0.1 0.1 0.0
0.1 -0.5 -0.2
-0.5 0.2 -0.2
0.4 -0.1 0.3
0.0 0.0 0.0
0.0 -0.1 -0.1
0.1 0.0 -0.1
0.0 -0.1 -0.1
-0.1 0.0 -0.1
0.0 -0.1 0.1
0.0 0.0 0.0
0.0 0.0 -0.1
0.0 0.1 -0.1
-0.1 -0.1 0.0
0.0 -0.1 0.1
0.0 0.0 0.0
0.0 0.0 0.1
0.0 0.0 0.1
0.1 0.0 0.0
0.1 0.0 0.0
-0.1 0.1 0.1
-0.1 0.1 -0.1
0.2 -0.1 0.0
-0.2 0.0 0.0
-0.1 0.1 -0.1
0.1 0.1 -0.1
0.1 0.0 0.0
-0.2 0.0 0.1
0.0 -0.1 0.0
-0.1 0.1 0.1

Summary:
Total charge = 0
LUMO = 0.66 eV
E_HOMO = -9.10 eV
Gap between HOMO and LUMO = 9.76 eV
SMILES = Cc1ccc(C(=O)N2CCC[C@H](CCC(=O)NCc3ccccc3F)C2)cn1
ΔE to the lowest compared entry with this formula, charge and spin = 0.8 kcal per mole
Strongest force on any atom = 0.67 eV/A

***

Q: Which value of strongest force on any atom does entry 4 give?
A: 0.67 eV/A

***

Q: Which of these has the lowest strongest force on any atom?
A: C22H26FN3O2

***

Q: Look up the strongest force on any atom of the third one.
A: 2.10 eV/A